1.
Formula: C14H24N3OP
Source: OMol25
Level of theory: ωB97M-V/def2-TZVPD

Each line ends with the natural charge from an NBO analysis.
Element x y z (Å)
O -1.829 1.557 -0.646  -1.136
P -1.401 0.479 -1.588  2.361
N -0.645 -0.829 -0.853  -0.991
C 0.312 -0.614 0.258  0.152
C 1.281 0.537 0.058  -0.442
C 2.274 0.663 1.247  -0.201
C 1.470 0.820 2.568  -0.412
C 0.500 -0.363 2.806  -0.200
C 1.333 -1.653 2.885  -0.408
C 2.120 -1.869 1.598  -0.215
C 3.112 -0.665 1.352  -0.401
C 1.112 -1.904 0.442  -0.406
C -0.443 -0.438 1.580  -0.429
N -2.737 -0.168 -2.401  -0.761
C -3.559 -0.861 -1.400  -0.256
C -4.032 0.442 -2.066  -0.246
N -0.331 1.019 -2.785  -0.762
C -1.095 1.921 -3.630  -0.264
C 0.048 2.420 -2.722  -0.243
H -0.219 -1.393 -1.571  0.399
H 1.815 0.431 -0.882  0.211
H 0.727 1.484 0.019  0.224
H 2.912 1.546 1.085  0.214
H 0.912 1.749 2.483  0.209
H 2.138 0.920 3.449  0.205
H -0.092 -0.306 3.719  0.215
H 2.010 -1.601 3.730  0.204
H 0.673 -2.518 3.094  0.204
H 2.677 -2.826 1.566  0.216
H 3.647 -0.826 0.408  0.202
H 3.790 -0.521 2.158  0.205
H 1.621 -2.124 -0.487  0.196
H 0.414 -2.744 0.534  0.212
H -1.012 0.494 1.574  0.233
H -1.130 -1.271 1.734  0.208
H -3.394 -0.776 -0.317  0.220
H -3.952 -1.827 -1.764  0.205
H -4.881 0.345 -2.744  0.201
H -4.103 1.355 -1.472  0.230
H -0.857 1.975 -4.705  0.207
H -2.102 2.294 -3.396  0.216
H -0.156 2.989 -1.818  0.223
H 1.072 2.658 -3.099  0.202

Output
Total charge ... 0
Frontier orbital gap ... 10.3 eV
F_max ... 3.072 eV Å⁻¹
SMILES ... O=P(N[C@]12C[C@H]3C[C@H](C[C@H](C3)C1)C2)(N1CC1)N1CC1
Energy ... -1128.7401 a.u.
Multiplicity ... 1
LUMO energy ... 0.03178 hartree
ΔE to the lowest compared entry with this formula, charge and spin ... 0.0 kcal/mol



2.
Formula: C14H25AuN5O6
Source: OMol25
Level of theory: ωB97M-V/def2-TZVPD

Each line ends with the natural charge from an NBO analysis.
Element x y z (Å)
O -0.410 -0.627 -3.741  -0.801
H -0.132 -1.411 -4.224  0.542
Au 0.212 0.114 -0.128  1.329
N 1.441 -1.427 -0.997  -0.050
N -0.957 -1.721 0.045  -0.169
N 0.564 2.369 -0.122  -0.108
N -1.503 1.094 0.740  -0.215
O 2.578 -1.233 -1.479  -0.455
O 1.492 2.946 -0.797  -0.563
O -2.617 0.475 1.117  -0.565
O -2.061 -1.919 0.697  -0.576
C -0.438 -2.811 -0.541  0.131
C 0.839 -2.655 -1.120  0.067
C -0.342 3.124 0.495  0.115
C -1.464 2.407 0.995  0.194
C 1.540 -3.677 -1.940  -0.658
H 1.241 -3.584 -3.002  0.203
H 1.299 -4.696 -1.608  0.232
H 2.627 -3.516 -1.883  0.263
C -1.252 -4.043 -0.516  -0.660
H -2.198 -3.902 -1.041  0.234
H -1.487 -4.362 0.500  0.255
H -0.721 -4.857 -1.005  0.220
C -0.106 4.595 0.608  -0.676
C -2.546 3.079 1.743  -0.680
H 0.570 4.937 -0.193  0.265
H 0.379 4.817 1.578  0.243
H -1.053 5.158 0.551  0.230
H -3.233 2.367 2.195  0.264
H -3.102 3.749 1.083  0.240
H -2.110 3.702 2.526  0.239
H 1.433 1.659 -1.709  0.527
H -2.407 -0.614 0.949  0.483
C -2.162 -0.069 -3.594  -0.043
H -2.596 -1.046 -3.404  0.243
H -2.330 0.494 -4.496  0.238
H -1.861 0.442 -2.681  0.217
O 0.907 0.851 -2.038  -0.975
H 0.403 -0.076 -3.578  0.573
H 0.021 1.210 -2.238  0.466
C 2.544 -0.170 3.949  -0.143
C 3.174 0.382 2.829  -0.217
C 2.467 0.439 1.643  0.051
N 1.226 -0.049 1.674  -0.532
C 0.558 -0.600 2.691  0.048
C 1.237 -0.665 3.895  -0.228
H 3.096 -0.215 4.882  0.238
H 4.180 0.776 2.787  0.242
H 2.822 0.833 0.679  0.242
H -0.462 -0.970 2.504  0.243
H 0.702 -1.105 4.723  0.241

Output
Total charge ... +1
Frontier orbital gap (alpha / beta) ... 5.0 / 4.8 eV
F_max ... 3.858 eV Å⁻¹
Energy ... -1408.6727 a.u.
Multiplicity ... 3
LUMO energy (alpha / beta) ... -0.18688 / -0.18718 hartree



3.
Formula: C14H25BF9N4OS
Source: OMol25
Level of theory: ωB97M-V/def2-TZVPD

Each line ends with the natural charge from an NBO analysis.
Element x y z (Å)
C -4.855 -0.023 -0.716  -0.619
C -3.678 0.489 -1.717  -0.411
C -3.187 -0.827 -2.509  -0.412
C -1.756 -0.658 -3.217  -0.256
N -0.711 -0.162 -2.268  -0.432
N 0.070 -1.175 -1.748  -0.019
N 0.486 -2.363 -2.270  -0.215
C 1.274 -2.924 -1.230  0.088
B 1.949 -4.421 -1.440  1.049
O 3.259 -4.629 -1.988  -0.895
C 1.007 -5.675 -0.943  -0.795
C -0.189 -5.079 -0.004  -0.621
N 1.378 -2.078 -0.054  -0.535
C 0.568 -0.951 -0.419  0.458
C 0.189 0.377 0.411  -0.468
C 0.319 0.198 1.999  -0.407
C 1.397 1.214 2.680  -0.430
C 0.716 2.476 3.390  -0.451
C 0.570 3.761 2.411  0.638
F -0.315 4.640 3.134  -0.323
F -0.161 3.321 1.292  -0.330
C 1.928 4.532 2.200  0.451
F 2.912 3.924 3.043  -0.302
F 1.779 5.845 2.739  -0.277
S 2.649 4.694 0.493  2.274
F 4.162 4.241 1.098  -0.443
F 3.053 6.300 0.831  -0.436
F 1.256 5.261 -0.193  -0.431
F 2.386 3.111 0.068  -0.462
F 3.386 4.906 -0.981  -0.415
H -4.306 -0.538 0.150  0.199
H -5.543 0.819 -0.381  0.229
H -5.513 -0.818 -1.221  0.216
H -2.824 0.988 -1.137  0.200
H -4.126 1.195 -2.499  0.215
H -3.093 -1.692 -1.762  0.196
H -3.942 -1.092 -3.319  0.233
H -1.888 0.171 -4.009  0.221
H -1.474 -1.597 -3.797  0.228
H -0.111 0.523 -2.757  0.392
H 3.818 -4.929 -1.232  0.515
H 1.593 -6.407 -0.294  0.252
H 0.528 -6.201 -1.835  0.273
H -0.788 -5.918 0.503  0.239
H 0.282 -4.468 0.848  0.183
H -0.943 -4.460 -0.595  0.215
H 1.881 -2.210 0.829  0.470
H -0.933 0.534 0.191  0.275
H 0.721 1.283 -0.022  0.271
H -0.696 0.394 2.473  0.236
H 0.612 -0.878 2.267  0.202
H 1.874 0.591 3.528  0.235
H 2.248 1.461 1.966  0.228
H 1.158 2.751 4.405  0.265
H -0.376 2.173 3.609  0.239

Output
Total charge ... +1
Frontier orbital gap ... 9.8 eV
F_max ... 6.342 eV Å⁻¹
SMILES ... CCCCNn1nc(B(O)CC)[nH+]c1CCCCC(F)(F)C(F)(F)S(F)(F)(F)(F)F
Energy ... -2164.0918 a.u.
Multiplicity ... 1
LUMO energy ... -0.12500 hartree